Run 1
Molecular formula: CH3N3S
Method: DFT, wB97M-V/def2-TZVPD

Last column: Mulliken charge in e.
Cartesian coordinates (Å):
1 N -0.2114 0.5627 1.2335  -0.32
2 N -0.1562 -0.4711 0.3722  -0.05
3 S 0.8504 -1.6446 0.6235  -0.15
4 H 0.4096 0.5864 1.9986  0.24
5 H -0.8645 1.3130 0.9143  0.25
6 C -0.0167 -0.1043 -1.6793  0.16
7 N 0.7957 0.6726 -1.6175  -0.38
8 H -0.8070 -0.9147 -1.8453  0.24

Properties
HOMO (alpha / beta), eV: -8.648 / -8.649
Lowest unoccupied orbital energy (alpha / beta), eV: -0.532 / -0.532
Structure (SMILES): NN=S.C#N
Kohn-Sham gap (alpha / beta), hartree: 0.298 / 0.298
Net charge: 0
M, g mol⁻¹: 89.12

Run 2
Molecular formula: CH3N3S
Method: DFT, wB97M-V/def2-TZVPD

Last column: Mulliken charge in e.
Cartesian coordinates (Å):
1 H -3.1299 0.8746 0.2838  0.25
2 N -2.1394 1.2666 0.1632  -0.35
3 N -1.3739 0.2958 0.2298  -0.20
4 H -0.3081 0.4002 -0.0032  0.37
5 N 1.4872 0.0315 -0.4984  -0.51
6 C 1.8613 -0.9150 0.1396  0.48
7 S 2.0817 -2.0773 1.1330  -0.30
8 H 1.5211 0.1235 -1.4480  0.26

Properties
HOMO, eV: -8.608
Lowest unoccupied orbital energy, eV: 0.376
Structure (SMILES): [H]/N=N/[H].N=C=S
Kohn-Sham gap, hartree: 0.330
Net charge: 0
M, g mol⁻¹: 89.12

run 2 has the most favorable energy; the next structure is 24.3 kcal/mol above.

Run 1
Molecular formula: H12O5S
Method: DFT, wB97M-V/def2-TZVPD

Last column: Mulliken charge in e.
Cartesian coordinates (Å):
1 O -1.1899 0.1638 -2.3726  -0.71
2 H -1.3899 -0.7065 -1.9414  0.38
3 H -2.0299 0.5769 -2.2802  0.34
4 O 0.4372 1.4076 -0.4514  -0.62
5 H -0.2558 1.0046 -1.0743  0.37
6 H -0.1317 1.9330 0.1365  0.33
7 O 1.4307 -1.0848 -0.3127  -0.72
8 H 1.7341 -1.1097 -1.2331  0.35
9 H 1.2303 -0.1225 -0.1131  0.31
10 O -1.9036 0.8379 1.3783  -0.62
11 H -1.2434 0.1544 1.6118  0.32
12 H -2.1596 1.3445 2.1318  0.30
13 O -0.8595 -2.3034 -0.8013  -0.75
14 H -0.0383 -1.7144 -0.5849  0.45
15 H -0.4452 -3.2434 -0.7733  0.30
16 S 2.7107 1.2278 1.8756  -0.29
17 H 2.0705 0.0816 1.7475  0.14
18 H 2.0334 1.5525 3.0566  0.14

Properties
HOMO, eV: -9.619
Lowest unoccupied orbital energy, eV: 0.348
Structure (SMILES): O.O.O.O.O.S
Kohn-Sham gap, hartree: 0.366
Net charge: 0
M, g mol⁻¹: 124.16

Run 2
Molecular formula: H12O5S
Method: DFT, wB97M-V/def2-TZVPD

Last column: Mulliken charge in e.
Cartesian coordinates (Å):
1 O -1.9198 0.7903 0.7362  -0.65
2 H -2.5458 0.9551 1.4560  0.28
3 H -1.6786 -0.1574 0.7163  0.38
4 O 0.1480 2.1460 -0.0821  -0.73
5 H -0.6269 1.6142 0.2225  0.39
6 H 0.3853 1.7590 -0.9622  0.41
7 O -0.7360 -1.5331 1.3345  -0.70
8 H -0.7340 -2.1963 2.0494  0.28
9 H 0.0384 -0.9959 1.6569  0.27
10 O 0.9038 0.5780 -2.0570  -0.66
11 H 1.1038 0.8345 -2.9653  0.30
12 H 0.3749 -0.2378 -1.9742  0.38
13 O -0.3500 -1.8217 -1.4192  -0.68
14 H -0.5028 -1.5957 -0.4846  0.40
15 H 0.1830 -2.6277 -1.4074  0.32
16 S 2.2463 0.4252 1.4883  -0.42
17 H 2.5142 0.6872 0.2230  0.17
18 H 1.1961 1.3762 1.4689  0.26

Properties
HOMO, eV: -9.367
Lowest unoccupied orbital energy, eV: 0.138
Structure (SMILES): O.O.O.O.O.S
Kohn-Sham gap, hartree: 0.349
Net charge: 0
M, g mol⁻¹: 124.16

Run 3
Molecular formula: H12O5S
Method: DFT, wB97M-V/def2-TZVPD

Last column: Mulliken charge in e.
Cartesian coordinates (Å):
1 O -0.0887 0.4863 -3.0487  -0.64
2 H 0.3889 0.4024 -2.2286  0.31
3 H -0.0963 1.3659 -3.4166  0.32
4 O -2.0365 3.1734 -3.1848  -0.63
5 H -2.1798 2.9715 -2.2595  0.32
6 H -2.1656 4.1010 -3.3484  0.31
7 O -0.8043 -1.9585 2.0574  -0.75
8 H -1.0524 -1.0316 2.1507  0.33
9 H -0.9454 -2.1532 1.1090  0.35
10 O 1.7033 -3.1912 1.3942  -0.64
11 H 2.3834 -3.3034 2.0206  0.30
12 H 0.8650 -2.9425 1.8466  0.36
13 O -3.5471 -2.8794 0.9628  -0.62
14 H -4.1312 -3.4797 1.4312  0.33
15 H -2.7806 -2.8291 1.5405  0.34
16 S 2.5949 2.3265 0.8326  -0.29
17 H 2.8321 2.0315 2.1429  0.15
18 H 3.8970 2.5112 0.6045  0.14

Properties
HOMO, eV: -10.005
Lowest unoccupied orbital energy, eV: 0.201
Structure (SMILES): O.O.O.O.O.S
Kohn-Sham gap, hartree: 0.375
Net charge: 0
M, g mol⁻¹: 124.16

run 2 has the most favorable energy; the next structure is 2.8 kcal/mol above.

Run 1
Molecular formula: H24HeO12
Method: DFT, wB97M-V/def2-TZVPD

Last column: Mulliken charge in e.
Cartesian coordinates (Å):
1 He -5.3211 -3.0547 -7.2602  0.02
2 O -2.0598 -4.5662 -7.8457  -0.62
3 H -2.8148 -5.0955 -7.5886  0.33
4 H -2.1039 -3.7948 -7.2806  0.30
5 O -7.0875 -6.2265 -7.1927  -0.63
6 H -7.4548 -5.6095 -7.8256  0.33
7 H -7.6611 -6.1575 -6.4296  0.23
8 O -5.9515 -5.8724 -10.2302  -0.64
9 H -5.2561 -6.0317 -9.5920  0.41
10 H -6.4360 -5.1267 -9.8760  0.32
11 O -8.2321 -4.2021 -9.2452  -0.70
12 H -8.7362 -3.9858 -10.0297  0.29
13 H -8.0897 -3.3605 -8.8119  0.43
14 O -4.4421 -6.1690 -7.9398  -0.75
15 H -3.9520 -6.9907 -7.9674  0.37
16 H -5.3122 -6.4188 -7.6287  0.37
17 O -3.6954 -2.7821 -10.5004  -0.61
18 H -4.3670 -2.3710 -9.9563  0.31
19 H -3.4146 -3.5470 -9.9981  0.34
20 O -2.5437 -0.5865 -7.7822  -0.60
21 H -3.4136 -0.6746 -7.3927  0.35
22 H -2.0690 -1.3637 -7.4877  0.30
23 O -5.1561 -0.4937 -6.5802  -0.58
24 H -5.6224 -1.0433 -5.9503  0.32
25 H -5.8091 0.1416 -6.8738  0.25
26 O -6.0681 -1.1998 -10.0685  -0.61
27 H -5.7512 -0.3015 -10.1625  0.30
28 H -6.5169 -1.2087 -9.2231  0.29
29 O -6.3251 -2.1415 -4.3058  -0.65
30 H -7.0697 -2.5642 -4.7337  0.35
31 H -6.3967 -2.4017 -3.3874  0.31
32 O -8.6833 -3.3355 -5.3674  -0.69
33 H -9.6249 -3.1843 -5.2859  0.29
34 H -8.5404 -4.1871 -4.9542  0.28
35 O -8.2284 -1.8804 -7.8179  -0.63
36 H -8.8494 -1.1651 -7.9554  0.31
37 H -8.3883 -2.1675 -6.9188  0.30

Properties
HOMO, eV: -9.689
Lowest unoccupied orbital energy, eV: -0.895
Kohn-Sham gap, hartree: 0.323
Net charge: 0
M, g mol⁻¹: 220.18

Run 2
Molecular formula: H24HeO12
Method: DFT, wB97M-V/def2-TZVPD

Last column: Mulliken charge in e.
Cartesian coordinates (Å):
1 He -0.1719 -0.6651 -0.0749  0.03
2 O -4.8188 -1.2001 0.4042  -0.57
3 H -4.6245 -1.6582 1.2218  0.26
4 H -4.0390 -1.3308 -0.1353  0.41
5 O 3.0459 1.3853 1.6833  -0.57
6 H 2.3498 0.7519 1.5088  0.29
7 H 3.7807 1.0884 1.1464  0.29
8 O -2.0702 0.0627 3.9088  -0.67
9 H -2.1324 -0.4181 3.0835  0.47
10 H -1.1304 0.1779 4.0492  0.29
11 O -2.0647 -1.6210 1.8781  -0.64
12 H -2.8207 -1.9676 2.3520  0.31
13 H -1.3087 -2.0249 2.3041  0.26
14 O 0.6258 -0.7842 -2.6828  -0.56
15 H -0.0804 -1.4275 -2.6223  0.24
16 H 1.3819 -1.2201 -2.2897  0.28
17 O -2.5005 1.3824 -0.1973  -0.61
18 H -2.4861 2.1353 -0.7882  0.33
19 H -2.3287 0.6298 -0.7633  0.39
20 O 3.0342 1.6924 -1.7162  -0.57
21 H 2.2207 1.8635 -1.2417  0.39
22 H 3.6941 2.2110 -1.2560  0.29
23 O 2.7001 -1.0714 -0.5448  -0.69
24 H 3.2014 -1.8632 -0.3499  0.31
25 H 3.3537 -0.3723 -0.5643  0.26
26 O -2.3495 -1.1282 -1.1119  -0.75
27 H -2.1514 -1.6731 -1.8735  0.24
28 H -1.8913 -1.5533 -0.3870  0.27
29 O 0.8033 2.0403 -3.4603  -0.64
30 H 1.0523 2.4993 -2.6581  0.29
31 H 0.9257 1.1136 -3.2545  0.36
32 O 1.8587 -1.1090 2.0154  -0.63
33 H 2.1711 -1.2398 1.1201  0.44
34 H 1.2875 -1.8587 2.1822  0.28
35 O 0.5599 2.4474 -0.6751  -0.61
36 H 0.2167 1.6540 -0.2640  0.25
37 H 0.7056 3.0513 0.0531  0.30

Properties
HOMO, eV: -10.003
Lowest unoccupied orbital energy, eV: -0.653
Kohn-Sham gap, hartree: 0.344
Net charge: 0
M, g mol⁻¹: 220.18

run 1 has the most favorable energy; the next structure is 20.7 kcal/mol above.